No. 1
Below is a molecular structure, C44H111F6N9O17SV, with properties calculated with wB97M-V/def2-TZVPD.

Each line ends with the Mulliken spin population.
CARTESIAN COORDINATES (ANGSTROEM)
V (-20.725, 1.228, 1.511)  2.04
C (-21.115, 3.827, -0.641)  -0.01
O (-19.895, 4.130, 0.025)  0.01
O (-21.553, 2.731, 0.140)  -0.06
C (-22.076, 5.067, -0.910)  0.00
F (-21.962, 5.987, 0.013)  0.00
F (-21.687, 5.629, -2.025)  0.00
F (-23.355, 4.718, -1.009)  0.00
C (-18.972, 4.917, -0.592)  0.00
C (-17.679, 4.854, 0.268)  0.00
H (-16.876, 5.529, -0.031)  0.00
H (-17.865, 5.006, 1.331)  0.00
H (-17.298, 3.835, 0.202)  0.00
H (-19.184, 5.986, -0.568)  0.00
H (-18.746, 4.667, -1.629)  0.00
H (-20.861, 3.266, -1.541)  0.00
C (-18.059, 0.248, -0.739)  0.01
O (-18.450, 1.057, -1.898)  0.01
O (-18.957, 0.623, 0.297)  -0.02
C (-17.883, -1.266, -1.071)  -0.01
F (-18.991, -1.809, -1.617)  0.00
F (-16.947, -1.460, -1.934)  0.00
F (-17.607, -2.042, -0.042)  0.00
C (-17.443, 1.497, -2.840)  0.00
C (-18.114, 2.149, -4.028)  0.00
H (-18.610, 3.041, -3.643)  0.00
H (-17.368, 2.578, -4.697)  0.00
H (-18.764, 1.414, -4.503)  0.00
H (-16.772, 0.699, -3.156)  0.00
H (-16.796, 2.278, -2.442)  0.00
H (-17.001, 0.418, -0.541)  0.00
S (-20.276, -1.454, 3.559)  0.01
O (-19.565, -2.596, 3.104)  0.00
O (-21.666, -1.703, 3.832)  0.00
O (-20.038, -1.086, 4.917)  -0.03
O (-20.114, -0.208, 2.788)  -0.01
C (-23.516, 6.203, -6.224)  0.00
C (-23.654, 5.399, -4.907)  0.00
C (-22.491, 4.426, -4.560)  0.00
O (-22.373, 3.564, -5.679)  0.00
C (-21.194, 2.836, -5.784)  0.00
N (-23.684, 6.452, -3.899)  0.00
H (-22.765, 6.953, -6.475)  0.00
H (-24.465, 6.715, -6.385)  0.00
H (-23.424, 5.425, -6.982)  0.00
H (-24.499, 4.710, -4.928)  0.00
H (-22.644, 4.004, -3.567)  0.00
H (-21.512, 4.903, -4.511)  0.00
H (-20.736, 3.184, -6.710)  0.00
H (-21.354, 1.783, -6.016)  0.00
H (-20.638, 2.873, -4.847)  0.00
H (-22.735, 6.769, -3.763)  0.00
H (-23.788, 6.063, -2.973)  0.00
C (-18.278, 3.319, 4.447)  -0.01
C (-19.648, 3.138, 3.694)  0.00
C (-20.542, 4.408, 3.738)  0.01
O (-19.941, 5.400, 2.910)  0.00
C (-20.583, 6.669, 2.716)  0.00
N (-19.463, 2.755, 2.373)  0.04
H (-17.831, 4.245, 4.085)  0.00
H (-17.628, 2.481, 4.195)  0.00
H (-18.326, 3.415, 5.532)  0.00
H (-20.304, 2.437, 4.211)  0.00
H (-20.437, 4.747, 4.769)  0.00
H (-21.581, 4.229, 3.458)  0.00
H (-21.650, 6.586, 2.511)  0.00
H (-20.190, 7.108, 1.799)  0.00
H (-20.275, 7.235, 3.595)  0.00
H (-18.485, 2.522, 2.281)  0.01
H (-19.486, 3.633, 1.875)  -0.02
C (-18.840, -2.063, -11.821)  0.00
C (-18.531, -1.730, -10.318)  0.00
C (-18.741, -0.216, -9.989)  0.00
O (-18.580, -0.013, -8.615)  0.00
C (-18.835, 1.417, -8.321)  0.00
N (-19.349, -2.606, -9.533)  0.00
H (-18.956, -3.139, -11.952)  0.00
H (-17.978, -1.971, -12.481)  0.00
H (-19.808, -1.602, -12.021)  0.00
H (-17.497, -1.911, -10.025)  0.00
H (-19.723, 0.097, -10.346)  0.00
H (-18.027, 0.262, -10.660)  0.00
H (-18.334, 2.148, -8.955)  0.00
H (-18.656, 1.632, -7.268)  0.00
H (-19.888, 1.666, -8.457)  0.00
H (-20.147, -2.851, -10.102)  0.00
H (-19.752, -2.072, -8.777)  0.00
C (-16.020, -1.386, 3.950)  0.00
C (-15.199, -0.621, 2.940)  0.00
C (-14.462, -1.440, 1.893)  0.00
O (-13.769, -0.624, 0.990)  0.00
C (-12.555, -0.078, 1.551)  0.00
N (-15.938, 0.540, 2.375)  0.00
H (-16.485, -0.709, 4.667)  0.00
H (-15.289, -1.990, 4.487)  0.00
H (-16.872, -1.926, 3.537)  0.00
H (-14.433, -0.151, 3.556)  0.00
H (-15.164, -2.067, 1.343)  0.00
H (-13.737, -2.106, 2.361)  0.00
H (-12.700, 0.712, 2.288)  0.00
H (-12.091, 0.512, 0.761)  0.00
H (-11.832, -0.798, 1.935)  0.00
H (-16.892, 0.244, 2.226)  0.00
H (-15.592, 0.579, 1.428)  0.00
C (-15.825, -6.333, 4.406)  0.00
C (-16.354, -5.051, 3.628)  0.00
C (-16.368, -4.955, 2.063)  0.00
O (-15.108, -5.238, 1.570)  0.00
C (-15.002, -5.343, 0.122)  0.00
N (-17.655, -4.509, 4.186)  0.00
H (-14.927, -6.578, 3.840)  0.00
H (-16.447, -7.228, 4.426)  0.00
H (-15.509, -6.052, 5.411)  0.00
H (-15.627, -4.342, 4.024)  0.00
H (-16.634, -3.939, 1.771)  0.00
H (-17.093, -5.702, 1.740)  0.00
H (-14.089, -5.671, -0.375)  0.00
H (-15.366, -4.453, -0.391)  0.00
H (-15.739, -6.064, -0.233)  0.00
H (-18.332, -5.182, 3.854)  0.00
H (-17.988, -3.772, 3.581)  0.00
C (-22.402, -4.487, 1.490)  0.00
C (-21.282, -4.261, 0.532)  0.00
C (-21.388, -4.783, -0.941)  0.00
O (-20.233, -4.452, -1.741)  0.00
C (-18.981, -5.152, -1.416)  0.00
N (-20.861, -2.905, 0.684)  0.00
H (-22.469, -5.511, 1.857)  0.00
H (-23.363, -4.197, 1.065)  0.00
H (-22.124, -4.005, 2.427)  0.00
H (-20.463, -4.760, 1.051)  0.00
H (-22.243, -4.279, -1.392)  0.00
H (-21.702, -5.819, -1.071)  0.00
H (-18.157, -4.448, -1.308)  0.00
H (-18.781, -5.878, -2.204)  0.00
H (-18.849, -5.733, -0.503)  0.00
H (-20.286, -2.642, -0.103)  0.00
H (-20.164, -2.896, 1.415)  0.00
C (-22.089, -0.151, -1.538)  0.01
C (-23.002, -0.187, -0.306)  0.00
C (-24.107, -1.275, -0.504)  0.00
O (-25.129, -1.432, 0.511)  0.00
C (-26.177, -2.336, 0.125)  0.00
N (-22.140, -0.429, 0.852)  -0.01
H (-22.515, 0.105, -2.508)  0.00
H (-21.580, -1.106, -1.669)  0.00
H (-21.308, 0.593, -1.384)  0.00
H (-23.467, 0.797, -0.238)  0.00
H (-23.589, -2.229, -0.602)  0.00
H (-24.461, -1.028, -1.504)  0.00
H (-26.977, -1.667, -0.192)  0.00
H (-26.616, -2.789, 1.015)  0.00
H (-25.868, -3.101, -0.588)  0.00
H (-21.915, -1.405, 0.720)  0.00
H (-22.837, -0.734, 1.517)  0.01
C (-18.957, -1.089, -4.931)  0.00
C (-19.213, -2.495, -5.602)  0.00
C (-20.641, -2.448, -6.189)  0.00
O (-20.867, -3.476, -7.082)  0.00
C (-21.157, -4.709, -6.598)  0.00
N (-18.153, -2.690, -6.541)  0.00
H (-17.928, -0.952, -4.599)  0.00
H (-19.567, -1.053, -4.028)  0.00
H (-19.308, -0.238, -5.514)  0.00
H (-19.149, -3.190, -4.765)  0.00
H (-20.873, -1.519, -6.711)  0.00
H (-21.255, -2.600, -5.302)  0.00
H (-20.405, -5.171, -5.959)  0.00
H (-21.347, -5.368, -7.446)  0.00
H (-21.979, -4.896, -5.907)  0.00
H (-18.544, -3.310, -7.237)  0.00
H (-18.173, -1.835, -7.078)  0.00
C (-11.149, 5.508, -5.916)  0.00
C (-11.906, 4.947, -7.128)  0.00
C (-13.443, 5.115, -7.050)  0.00
O (-13.856, 4.841, -5.766)  0.00
C (-15.276, 4.671, -5.716)  0.00
N (-11.374, 5.617, -8.305)  0.00
H (-10.067, 5.393, -5.849)  0.00
H (-11.568, 5.039, -5.026)  0.00
H (-11.304, 6.587, -5.921)  0.00
H (-11.804, 3.866, -7.216)  0.00
H (-13.843, 4.480, -7.840)  0.00
H (-13.634, 6.147, -7.344)  0.00
H (-15.653, 4.843, -4.708)  0.00
H (-15.586, 3.673, -6.024)  0.00
H (-15.771, 5.397, -6.363)  0.00
H (-11.464, 6.619, -8.219)  0.00
H (-11.905, 5.392, -9.135)  0.00

Results
Gap between HOMO and LUMO (alpha / beta): 0.184 / 0.212 Ha
Total charge: -1
LUMO (alpha / beta): 1.004 / 1.675 eV
2S+1: 3

***

No. 2
Below is a molecular structure, C44H112F6NO48S16V, with properties calculated with wB97M-V/def2-TZVPD.

Each line ends with the Mulliken charge.
CARTESIAN COORDINATES (ANGSTROEM)
O (-2.774, -2.372, 2.103)  -0.69
V (-2.750, -0.909, 1.602)  2.10
O (-4.193, -0.314, 1.740)  -0.32
C (-1.764, 1.616, -1.292)  -0.51
F (-3.019, 1.309, -0.764)  -0.27
F (-1.505, 0.856, -2.405)  0.01
F (-1.702, 2.886, -1.553)  -0.05
S (-0.576, 1.200, 0.132)  0.60
O (0.770, 1.466, -0.390)  0.08
O (-0.944, 2.084, 1.246)  -0.42
N (-0.910, -0.442, 0.574)  0.33
S (0.227, -1.354, -0.147)  0.24
O (-0.214, -2.723, -0.060)  -0.39
O (0.476, -0.869, -1.448)  0.13
C (1.825, -1.074, 0.832)  -0.78
F (1.648, -0.316, 1.923)  0.24
F (2.127, -2.249, 1.385)  -0.05
F (2.744, -0.661, 0.016)  0.21
O (-4.872, 5.716, 3.665)  -0.63
S (-3.744, 5.908, 2.756)  1.25
O (-3.803, 6.655, 1.480)  -0.61
O (-2.477, 6.373, 3.653)  -0.31
C (-1.321, 6.754, 3.031)  0.24
C (-0.303, 6.925, 4.200)  -1.28
C (-2.924, 4.185, 2.422)  -0.23
H (-1.582, 7.654, 2.474)  0.37
H (-0.861, 6.088, 2.301)  -0.08
H (-0.030, 5.986, 4.683)  0.16
H (-0.869, 7.466, 4.959)  0.45
H (0.593, 7.491, 3.943)  0.35
H (-2.727, 3.818, 3.429)  0.18
H (-1.982, 4.160, 1.875)  0.34
H (-3.715, 3.633, 1.914)  -0.27
O (-5.590, 0.992, 7.241)  -0.64
S (-6.460, 0.970, 6.065)  1.12
O (-7.327, 2.127, 5.919)  -0.60
O (-5.522, 0.833, 4.626)  -0.12
C (-5.173, 2.026, 3.955)  0.30
C (-6.374, 2.407, 3.062)  -0.82
C (-7.357, -0.680, 5.908)  -0.88
H (-4.383, 1.675, 3.291)  -0.66
H (-4.772, 2.849, 4.546)  0.30
H (-6.953, 1.505, 2.860)  0.40
H (-5.931, 2.749, 2.127)  -0.01
H (-7.125, 3.122, 3.399)  0.43
H (-8.039, -0.698, 6.758)  0.44
H (-6.578, -1.442, 5.926)  0.24
H (-7.888, -0.524, 4.970)  0.30
O (1.122, 4.427, 2.538)  -0.12
S (2.337, 5.018, 1.961)  1.14
O (2.414, 6.429, 1.667)  -0.71
O (3.694, 4.661, 2.999)  -0.51
C (4.507, 3.508, 2.858)  -0.48
C (3.760, 2.475, 3.703)  -0.57
C (2.642, 4.174, 0.369)  -0.38
H (5.452, 3.842, 3.287)  0.45
H (4.785, 3.265, 1.833)  0.02
H (3.138, 1.919, 3.001)  -0.09
H (3.310, 2.872, 4.613)  0.36
H (4.524, 1.824, 4.128)  0.51
H (2.554, 3.107, 0.574)  -0.32
H (3.548, 4.497, -0.143)  0.49
H (1.837, 4.301, -0.356)  0.08
O (-4.587, 5.464, -2.123)  -0.65
S (-5.125, 4.184, -1.705)  1.02
O (-4.691, 3.687, -0.391)  -0.29
O (-6.783, 4.230, -1.805)  -0.36
C (-7.619, 3.720, -0.743)  -0.27
C (-7.527, 2.197, -0.599)  -0.64
C (-4.641, 2.883, -2.947)  -0.46
H (-8.664, 3.887, -1.003)  0.34
H (-7.274, 4.235, 0.154)  0.28
H (-6.509, 1.808, -0.557)  -0.06
H (-8.063, 1.714, -1.416)  0.36
H (-7.958, 1.976, 0.377)  0.33
H (-3.642, 3.130, -3.307)  -0.12
H (-5.477, 3.050, -3.626)  0.65
H (-4.706, 1.853, -2.597)  -0.06
O (3.667, -1.868, 7.613)  -0.66
S (3.186, -1.535, 6.304)  1.09
O (2.380, -0.318, 6.138)  -0.50
O (4.490, -1.806, 5.217)  -0.51
C (4.184, -1.322, 3.952)  1.43
C (5.091, -1.965, 2.896)  -1.23
C (2.147, -2.924, 5.806)  -0.61
H (4.332, -0.245, 4.034)  -0.53
H (3.138, -1.442, 3.673)  -0.11
H (5.392, -3.001, 3.051)  0.39
H (5.994, -1.359, 2.984)  0.45
H (4.773, -1.801, 1.866)  0.00
H (2.518, -3.465, 4.935)  0.33
H (1.124, -2.584, 5.646)  -0.10
H (1.933, -3.641, 6.598)  0.46
O (1.251, 5.009, -4.733)  -0.69
S (0.912, 5.590, -3.473)  1.01
O (0.622, 4.673, -2.399)  -0.38
O (2.021, 6.691, -3.023)  -0.18
C (3.349, 6.612, -3.578)  0.11
C (4.168, 7.337, -2.526)  -1.28
C (-0.602, 6.710, -3.706)  -1.05
H (3.481, 6.914, -4.617)  0.36
H (3.762, 5.610, -3.464)  0.07
H (5.198, 7.195, -2.854)  0.40
H (4.044, 7.050, -1.482)  0.23
H (3.968, 8.404, -2.626)  0.35
H (-0.709, 7.139, -4.702)  0.40
H (-0.610, 7.203, -2.734)  0.41
H (-1.517, 6.124, -3.610)  0.22
O (1.020, -7.014, -3.341)  -0.54
S (0.270, -6.961, -2.110)  0.85
O (-0.702, -8.022, -1.743)  -0.65
O (1.313, -6.569, -0.819)  -0.07
C (1.674, -7.637, 0.052)  -0.25
C (2.991, -7.252, 0.723)  -1.19
C (-0.665, -5.378, -2.095)  0.33
H (1.866, -8.481, -0.610)  0.42
H (0.859, -7.938, 0.710)  0.24
H (3.803, -7.276, -0.005)  0.32
H (3.351, -7.951, 1.478)  0.41
H (3.098, -6.231, 1.088)  0.17
H (-0.571, -4.882, -1.129)  0.00
H (-1.706, -5.651, -2.268)  0.55
H (-0.475, -4.765, -2.976)  -0.73
O (-2.077, -5.363, -6.052)  -0.63
S (-0.678, -5.497, -6.399)  1.16
O (-0.127, -4.903, -7.658)  -0.65
O (0.176, -5.011, -5.050)  0.05
C (1.531, -4.795, -5.028)  -0.05
C (2.190, -3.762, -5.989)  -1.33
C (-0.272, -7.272, -6.305)  -0.92
H (2.049, -5.725, -5.264)  0.47
H (1.566, -4.539, -3.969)  0.03
H (3.230, -3.661, -5.676)  0.48
H (1.885, -2.756, -5.700)  0.19
H (1.978, -3.829, -7.056)  0.32
H (-0.988, -7.749, -5.636)  0.29
H (0.800, -7.332, -6.121)  0.24
H (-0.419, -7.604, -7.333)  0.49
O (4.630, -4.498, -2.322)  -0.67
S (3.909, -3.341, -1.742)  0.05
O (2.620, -3.408, -1.125)  -0.10
O (4.956, -2.672, -0.652)  0.60
C (6.343, -3.150, -0.457)  -0.42
C (7.222, -2.747, -1.649)  -0.97
C (3.859, -1.843, -2.819)  0.39
H (6.322, -4.213, -0.219)  0.46
H (6.798, -2.662, 0.405)  0.28
H (7.575, -1.718, -1.708)  0.21
H (6.694, -2.876, -2.594)  0.16
H (8.145, -3.327, -1.652)  0.41
H (3.163, -2.168, -3.592)  -0.33
H (4.856, -1.809, -3.257)  0.56
H (3.651, -0.942, -2.242)  -0.64
O (2.405, -0.450, -5.407)  -0.39
S (1.997, 0.961, -5.351)  0.90
O (2.829, 1.986, -6.004)  -0.66
O (0.411, 1.164, -5.870)  -0.22
C (-0.073, 2.471, -6.099)  -0.75
C (-1.059, 2.890, -4.937)  -0.49
C (1.793, 1.402, -3.530)  0.54
H (-0.661, 2.522, -7.015)  0.37
H (0.746, 3.187, -6.164)  0.36
H (-0.720, 2.940, -3.903)  -0.30
H (-1.875, 2.170, -4.869)  0.39
H (-1.649, 3.777, -5.169)  0.58
H (0.901, 1.031, -3.025)  -0.03
H (1.893, 2.464, -3.302)  -0.09
H (2.671, 1.100, -2.959)  -0.50
O (4.512, 2.412, -1.218)  -0.32
S (5.741, 1.603, -1.409)  0.85
O (5.775, 0.694, -2.563)  -0.57
O (7.052, 2.653, -1.510)  -0.22
C (7.377, 3.327, -2.660)  0.01
C (8.233, 4.453, -2.333)  -1.31
C (6.247, 0.765, 0.172)  -0.59
H (6.522, 3.544, -3.301)  0.33
H (7.981, 2.711, -3.326)  0.22
H (7.653, 5.347, -2.106)  0.23
H (8.863, 4.687, -3.191)  0.40
H (8.910, 4.276, -1.497)  0.30
H (6.607, 1.440, 0.948)  0.47
H (6.920, -0.041, -0.119)  0.36
H (5.295, 0.418, 0.576)  -0.17
O (-3.651, -1.815, -0.483)  -0.31
S (-3.973, -1.903, -1.860)  1.42
O (-4.482, -0.786, -2.692)  -0.80
O (-2.572, -2.442, -2.590)  -0.08
C (-2.423, -2.425, -3.973)  -0.94
C (-1.020, -2.150, -4.362)  0.90
C (-4.986, -3.460, -2.009)  -1.21
H (-3.168, -1.792, -4.455)  0.67
H (-2.820, -3.351, -4.388)  0.31
H (-0.265, -2.723, -3.823)  -0.76
H (-0.827, -1.130, -4.029)  -0.62
H (-0.905, -2.377, -5.422)  0.47
H (-5.296, -3.700, -3.026)  0.42
H (-5.881, -3.246, -1.426)  0.51
H (-4.559, -4.366, -1.577)  0.24
O (-6.426, -6.547, 1.835)  -0.62
S (-5.279, -5.942, 2.568)  1.09
O (-4.597, -6.548, 3.720)  -0.56
O (-4.196, -5.472, 1.352)  -0.27
C (-2.795, -5.562, 1.632)  0.28
C (-2.286, -6.975, 1.263)  -1.13
C (-5.608, -4.200, 3.100)  -0.64
H (-2.578, -5.336, 2.676)  0.34
H (-2.228, -4.766, 1.149)  -0.14
H (-2.939, -7.654, 1.812)  0.50
H (-1.259, -7.126, 1.596)  0.14
H (-2.430, -7.172, 0.201)  0.27
H (-4.669, -3.701, 3.342)  -0.07
H (-6.269, -4.221, 3.967)  0.53
H (-5.993, -3.635, 2.251)  0.29
O (-0.319, -1.134, 3.974)  -0.27
S (-1.003, 0.140, 4.241)  0.55
O (-2.114, 0.564, 3.385)  -0.46
O (-1.467, 0.176, 5.780)  -0.07
C (-1.795, -1.104, 6.402)  0.37
C (-2.300, -0.674, 7.799)  -1.35
C (0.343, 1.470, 4.229)  -0.84
H (-0.987, -1.811, 6.589)  0.07
H (-2.655, -1.621, 5.974)  0.19
H (-1.694, 0.033, 8.364)  0.34
H (-2.411, -1.545, 8.446)  0.44
H (-3.286, -0.210, 7.825)  0.22
H (-0.161, 2.325, 4.681)  0.66
H (0.639, 1.682, 3.202)  -0.22
H (1.156, 1.332, 4.942)  0.38

Results
Gap between HOMO and LUMO: 0.325 Ha
LUMO: -1.388 eV
2S+1: 1

***

no.,M (g mol⁻¹),calculated total energy (a.u.)
1,1235.42,-5456.03465
2,2101.34,-13323.64671